1.
Formula: C22H56FIN4O6
Source: OMol25
Level of theory: ωB97M-V with the def2-TZVPD basis set

The value obtained for the orbital gap is 9.6 eV. Its charge is 0. The SMILES is COC[C@H](I)OCCCF.COC[C@@H](C)N.COC[C@@H](C)N.COC[C@@H](C)N.COC[C@@H](C)N.

Last column: Mulliken charge in e.
Positions of all 90 atoms, in Å:
C 2.245 -0.230 -1.085  -0.721
O 1.186 -1.121 -0.822  0.019
C 1.497 -2.478 -1.013  -0.622
C 0.196 -3.250 -1.393  -0.335
I 0.603 -4.632 -2.994  -0.002
O -0.839 -2.440 -1.830  -0.312
C -1.670 -1.950 -0.780  0.533
C -2.355 -0.673 -1.238  -1.042
C -1.431 0.525 -1.358  -0.160
F -0.739 0.511 -2.574  -0.339
H 2.726 -0.446 -2.046  0.405
H 3.007 -0.247 -0.293  0.345
H 1.814 0.772 -1.127  -0.157
H 2.259 -2.594 -1.791  0.450
H 1.902 -2.913 -0.087  0.243
H -0.124 -3.899 -0.570  0.337
H -2.418 -2.715 -0.531  -0.048
H -1.077 -1.756 0.121  0.181
H -2.857 -0.843 -2.197  0.321
H -3.131 -0.430 -0.504  0.378
H -0.682 0.511 -0.563  0.112
H -1.984 1.468 -1.328  0.492
C 0.768 5.283 -1.660  -1.570
C 0.750 3.927 -2.355  0.957
C 1.768 3.792 -3.492  -0.452
O 1.426 4.490 -4.674  -0.435
C 1.811 5.847 -4.717  -0.592
N -0.616 3.617 -2.775  -0.660
H 0.281 6.046 -2.269  0.358
H 0.224 5.227 -0.717  0.397
H 1.788 5.614 -1.452  0.213
H 1.035 3.169 -1.615  -0.083
H 1.821 2.739 -3.778  0.272
H 2.768 4.097 -3.152  0.312
H 2.776 6.001 -4.223  0.257
H 1.071 6.505 -4.253  0.227
H 1.909 6.124 -5.766  0.268
H -0.649 2.662 -3.121  0.206
H -0.847 4.201 -3.573  0.309
C 7.411 4.715 0.163  -1.492
C 5.911 4.969 0.071  0.370
C 5.046 3.763 0.453  -0.694
O 5.004 2.734 -0.518  -0.235
C 6.076 1.812 -0.475  -0.788
N 5.595 5.500 -1.255  -0.711
H 7.763 4.117 -0.678  0.289
H 7.950 5.661 0.136  0.375
H 7.671 4.194 1.086  0.351
H 5.661 5.752 0.796  0.383
H 4.013 4.103 0.559  0.322
H 5.363 3.351 1.420  0.411
H 6.414 1.645 0.552  0.378
H 6.924 2.143 -1.079  0.273
H 5.710 0.869 -0.882  0.199
H 4.627 5.806 -1.284  0.260
H 5.663 4.745 -1.931  0.332
C 0.689 -3.898 4.968  -1.522
C 0.762 -2.706 4.021  0.356
C -0.589 -2.036 3.751  -0.824
O -1.442 -2.768 2.896  -0.234
C -2.255 -3.748 3.513  -0.408
N 1.442 -3.111 2.789  -0.683
H 0.274 -4.774 4.469  0.282
H 1.688 -4.162 5.311  0.377
H 0.070 -3.676 5.839  0.363
H 1.386 -1.940 4.493  0.433
H -0.399 -1.091 3.235  0.321
H -1.107 -1.805 4.692  0.491
H -2.582 -3.420 4.506  0.330
H -1.746 -4.710 3.609  0.226
H -3.129 -3.890 2.879  -0.081
H 1.611 -2.296 2.207  0.239
H 0.812 -3.702 2.255  0.320
C -5.288 -3.393 0.289  -1.321
C -6.184 -4.589 0.595  0.350
C -7.681 -4.262 0.603  -0.785
O -8.118 -3.542 1.739  -0.387
C -7.982 -2.138 1.663  -0.625
N -5.731 -5.213 1.839  -0.644
H -5.207 -2.728 1.150  0.226
H -4.283 -3.738 0.048  0.200
H -5.667 -2.815 -0.556  0.455
H -6.041 -5.324 -0.203  0.370
H -8.238 -5.202 0.621  0.368
H -7.961 -3.724 -0.313  0.389
H -8.168 -1.778 0.646  0.301
H -6.991 -1.799 1.977  0.225
H -8.725 -1.703 2.330  0.256
H -6.217 -6.091 1.988  0.275
H -6.014 -4.618 2.614  0.272


2.
Formula: C22H56N2O7
Source: OMol25
Level of theory: ωB97M-V with the def2-TZVPD basis set

The energy above the lowest of the compared OMol25 structures with the same formula, charge and spin is 355.8 kcal/mol. The value obtained for the orbital gap is 8.3 eV. Its charge is 0.

Last column: Mulliken charge in e.
Positions of all 87 atoms, in Å:
C 0.115 -1.758 1.820  0.109
O -1.080 -1.549 1.092  -0.635
H 0.708 -2.565 1.391  -0.118
H 0.697 -0.837 1.769  -0.406
H -0.060 -1.907 2.885  0.536
H -0.778 -1.950 0.275  0.551
C 3.186 0.071 1.390  -1.148
O 1.958 0.469 0.845  -0.990
H 3.694 0.883 1.910  0.491
H 2.972 -0.621 2.205  0.379
H 3.895 -0.345 0.676  0.055
H 2.235 1.026 0.114  0.839
C -0.766 1.174 -2.283  -1.097
O -0.061 1.937 -1.267  -0.728
H -1.053 0.239 -1.802  0.297
H -1.618 1.675 -2.743  0.379
H -0.086 0.893 -3.088  0.272
H -0.030 1.539 -0.394  1.616
C 2.781 2.062 -1.785  -1.125
O 1.915 1.320 -0.914  -0.345
H 3.820 1.799 -1.590  0.356
H 2.525 2.063 -2.845  0.259
H 2.741 3.109 -1.484  0.337
H 1.001 1.369 -1.202  -0.096
O 0.016 0.792 0.408  0.821
H -0.305 0.483 1.255  0.169
H 0.710 0.175 0.175  -1.210
C -1.318 1.984 2.912  -1.796
C -2.160 2.388 1.687  1.826
C -2.511 0.964 1.052  -0.181
C -3.800 0.898 0.266  -1.121
C -4.932 1.508 1.064  -1.606
C -4.767 2.918 1.621  1.801
N -3.429 3.042 2.188  0.294
O -3.150 4.269 2.795  -0.467
C -4.988 3.965 0.470  -1.725
C -5.754 3.144 2.781  -1.992
C -1.473 3.266 0.573  -1.719
H -0.375 1.499 2.661  0.257
H -1.901 1.265 3.488  0.508
H -1.135 2.785 3.629  0.440
H -1.701 0.699 0.373  -0.166
H -2.560 0.200 1.828  0.584
H -3.964 -0.088 -0.170  0.441
H -3.631 1.502 -0.626  0.345
H -5.466 0.905 1.798  0.371
H -5.687 1.640 0.288  0.493
H -4.883 4.980 0.852  0.379
H -4.347 3.825 -0.401  0.338
H -5.952 3.913 -0.037  0.468
H -6.826 3.124 2.583  0.379
H -5.630 2.395 3.563  0.438
H -5.559 4.106 3.254  0.369
H -0.499 2.951 0.197  0.490
H -1.235 4.269 0.928  0.701
H -2.054 3.312 -0.348  0.002
H -2.892 4.834 2.063  0.352
C 4.054 -3.978 -0.231  -1.764
C 3.753 -2.728 -1.105  1.780
C 3.922 -3.157 -2.538  -1.309
C 2.886 -4.095 -3.044  -0.745
C 1.465 -3.416 -2.718  -1.635
C 1.111 -2.748 -1.334  1.637
N 2.384 -2.128 -0.866  0.827
O 2.331 -1.481 0.319  -0.052
C 0.037 -1.692 -1.499  -1.443
C 0.505 -3.859 -0.377  -1.622
C 4.911 -1.753 -0.821  -2.367
H 4.909 -4.575 -0.548  0.447
H 3.292 -4.755 -0.183  0.240
H 4.413 -3.776 0.779  0.398
H 3.888 -2.258 -3.153  0.394
H 4.933 -3.553 -2.633  0.438
H 2.932 -5.049 -2.518  0.382
H 3.028 -4.215 -4.118  0.423
H 0.763 -4.235 -2.874  0.378
H 1.341 -2.676 -3.509  0.381
H 0.055 -0.970 -0.682  -0.828
H 0.262 -1.027 -2.333  0.652
H -0.897 -2.252 -1.451  0.560
H 0.435 -3.507 0.652  0.315
H -0.519 -4.046 -0.699  0.482
H 0.994 -4.831 -0.453  0.474
H 5.800 -2.316 -1.106  0.578
H 4.927 -1.421 0.217  0.553
H 4.791 -0.879 -1.461  0.341
H 2.742 -0.632 0.140  0.018